# 1
The following is a DFT calculation (ωB97M-V/def2-TZVPD) of a 2-piece molecular cluster, C6H18N2Si2 overall.

Element x y z (Å)
C (0.67408, -2.45747, -1.36698)
Si (0.49774, -1.39157, 0.23457)
N (1.37025, -0.02440, 0.40942)
C (1.27124, 1.08032, 1.30869)
C (2.70807, 1.66307, 1.35301)
C (0.30011, 2.19237, 0.91290)
C (0.72226, 0.55080, 2.62404)
H (0.21462, -3.50083, -1.28177)
H (0.28781, -1.99986, -2.23956)
H (1.70098, -2.65923, -1.58705)
H (-0.00871, -2.21435, 1.24118)
H (2.59605, 2.67095, 1.58821)
H (3.24440, 1.15039, 2.07397)
H (3.15330, 1.57565, 0.40374)
H (0.56209, 2.99018, 1.55967)
H (-0.74850, 1.98393, 1.16559)
H (0.42665, 2.54692, -0.07463)
H (-0.21460, 0.18081, 2.32889)
H (1.42614, -0.21668, 3.00796)
H (0.79112, 1.33691, 3.46133)
H (-2.58465, -1.15019, -0.74244)
N (-1.90272, -0.57373, -1.27137)
Si (-2.34350, -0.42225, -2.82801)
C (-1.19237, 0.16604, -4.17917)
H (-3.74729, -0.08536, -3.22549)
H (-1.75338, 0.84569, -4.93538)
H (-0.29627, 0.57413, -3.68778)
H (-0.77971, -0.55869, -4.81785)

Forces on the atoms, in the same order (eV/Å):
C -0.371 -1.357 1.571
Si 1.843 1.598 -2.777
N -1.891 -1.760 -1.431
C 0.665 -0.311 -0.084
C -2.401 -0.327 -0.143
C -0.262 -0.605 0.600
C 3.278 1.484 1.982
H 0.287 1.452 0.137
H -0.578 0.640 -0.679
H 0.953 0.001 0.060
H -1.019 -0.890 1.442
H 0.392 1.890 0.697
H 1.395 -0.945 1.404
H 0.541 -0.195 -1.151
H 0.140 1.118 0.658
H 0.190 -0.318 -0.526
H -0.018 0.146 -1.257
H -1.546 -0.540 0.657
H -0.676 -0.076 -0.365
H -0.936 -0.892 -1.193
H 0.300 0.887 -0.098
N -0.441 -1.459 -0.361
Si 0.090 1.306 0.177
C -0.997 1.400 -0.104
H 0.119 -0.610 0.041
H 1.039 -0.623 1.671
H -0.437 0.544 -0.216
H 0.342 -1.556 -0.714

Results
Highest occupied orbital energy, eV: -7.8
Gap between HOMO and LUMO, eV: 7.3458
SMILES: C/[SiH]=N/C(C)(C)C.[H]/N=[SiH]/C

***

# 2
The following is a DFT calculation (ωB97M-V/def2-TZVPD) of a 10-piece molecular cluster, C36H49BN9O4S overall.

Element x y z (Å)
O (-0.72700, 2.65735, 2.43524)
S (-1.86941, 2.51203, 1.35608)
O (-2.11442, 3.94047, 0.81813)
B (-1.07559, 4.71628, 0.09958)
O (-0.46882, 5.74203, 0.71551)
O (-0.86028, 4.43652, -1.21189)
H (-1.12493, 2.80237, 3.31689)
H (-1.11912, 1.86667, 0.41730)
H (-0.02280, 5.52362, 1.54255)
H (-0.34115, 3.64426, -1.39103)
N (-2.66380, -1.71511, 2.46948)
C (-1.63553, -1.04036, 1.86388)
C (-1.07876, -1.86081, 0.91902)
C (-1.79261, -3.08009, 0.94870)
C (-2.76171, -2.96141, 1.91064)
H (-3.24774, -1.36272, 3.20539)
H (-1.36386, -0.04110, 2.15801)
H (-0.24252, -1.62306, 0.28070)
H (-1.60829, -3.94688, 0.33505)
H (-3.50933, -3.65792, 2.24693)
N (0.64410, 0.75067, 4.37324)
C (0.58731, 1.40117, 5.58206)
C (1.19613, 0.60425, 6.51242)
C (1.63500, -0.57227, 5.84355)
C (1.27518, -0.45276, 4.52824)
H (0.28906, 1.08107, 3.49756)
H (0.13253, 2.37477, 5.68321)
H (1.31708, 0.83626, 7.55674)
H (2.15054, -1.40978, 6.28303)
H (1.40482, -1.11421, 3.68658)
N (-5.03935, -5.70043, 0.38559)
C (-4.90744, -7.01786, 0.03520)
C (-4.76031, -7.07693, -1.32364)
C (-4.81215, -5.74162, -1.81213)
C (-4.98175, -4.91543, -0.73370)
H (-5.15954, -5.36619, 1.32295)
H (-4.92279, -7.79508, 0.77954)
H (-4.62681, -7.97442, -1.90368)
H (-4.72960, -5.42496, -2.83939)
H (-5.06064, -3.84362, -0.66929)
N (4.48324, -0.48754, 3.66886)
C (5.02089, -1.73789, 3.51691)
C (6.24916, -1.60048, 2.92671)
C (6.46413, -0.21286, 2.71461)
C (5.36440, 0.44992, 3.19394)
H (3.57204, -0.29746, 4.04868)
H (4.48356, -2.61563, 3.83440)
H (6.91807, -2.40457, 2.67088)
H (7.32891, 0.24553, 2.26525)
H (5.13188, 1.50088, 3.23069)
N (-2.11032, 8.32720, -0.13588)
C (-2.85053, 8.89497, -1.14084)
C (-3.24991, 10.13159, -0.71499)
C (-2.73088, 10.32011, 0.59547)
C (-2.03206, 9.19184, 0.92549)
H (-1.69065, 7.42049, -0.16769)
H (-3.02788, 8.37275, -2.06660)
H (-3.84723, 10.82732, -1.27937)
H (-2.85586, 11.18746, 1.22141)
H (-1.48701, 8.93275, 1.81727)
N (3.54969, -0.58128, 0.43899)
C (2.94213, -1.75649, 0.09947)
C (2.40478, -1.60831, -1.15426)
C (2.71102, -0.29067, -1.59069)
C (3.41959, 0.31558, -0.58394)
H (4.01567, -0.39541, 1.31346)
H (2.94086, -2.59410, 0.77616)
H (1.85576, -2.35948, -1.69929)
H (2.44679, 0.15663, -2.53481)
H (3.84434, 1.30275, -0.51210)
N (5.30671, -3.86011, -2.67237)
C (5.14251, -5.14674, -3.11140)
C (4.94191, -5.10622, -4.46451)
C (4.98878, -3.74090, -4.85841)
C (5.21726, -2.99761, -3.73140)
H (5.46963, -3.59026, -1.71979)
H (5.18361, -5.97586, -2.42588)
H (4.78079, -5.95881, -5.10234)
H (4.87108, -3.35112, -5.85550)
H (5.32547, -1.93523, -3.59250)
N (-0.96636, -5.12434, -2.30784)
C (0.02076, -6.00099, -1.94904)
C (1.21085, -5.32195, -1.95774)
C (0.93077, -3.98313, -2.34089)
C (-0.42048, -3.89323, -2.54980)
H (-1.94338, -5.35286, -2.38117)
H (-0.20711, -7.02723, -1.71730)
H (2.17657, -5.73607, -1.72152)
H (1.64219, -3.18114, -2.45349)
H (-1.03712, -3.06210, -2.84782)
N (-3.54631, 5.17163, -2.81828)
C (-3.26258, 5.76349, -4.02215)
C (-4.41932, 5.80062, -4.75072)
C (-5.44247, 5.21215, -3.95812)
C (-4.87583, 4.83635, -2.77189)
H (-2.88045, 5.00982, -2.08975)
H (-2.26800, 6.10475, -4.25424)
H (-4.52364, 6.20564, -5.74294)
H (-6.47639, 5.08314, -4.22986)
H (-5.30264, 4.36363, -1.90346)

Forces on the atoms, in the same order (eV/Å):
O 0.328 0.106 0.047
S -1.507 -0.269 0.125
O 0.852 -0.383 -0.159
B 0.378 0.554 -0.759
O 0.088 -0.681 0.127
O -0.265 -0.320 0.778
H 0.070 -0.063 -0.016
H 0.259 0.351 0.058
H -0.283 0.518 0.302
H -0.028 0.037 -0.546
N -0.019 -0.010 -0.113
C -0.086 0.072 -0.044
C 0.181 0.175 -0.156
C -0.141 -0.183 0.022
C 0.030 0.109 0.024
H 0.016 -0.049 0.030
H 0.060 0.020 0.251
H 0.069 -0.026 -0.016
H 0.003 0.008 -0.017
H 0.024 -0.018 0.032
N -0.063 0.003 -0.024
C 0.004 0.002 -0.057
C -0.002 0.012 -0.011
C -0.022 0.047 0.019
C 0.020 -0.129 -0.062
H 0.176 -0.079 0.051
H 0.044 -0.018 0.029
H 0.000 -0.003 0.001
H -0.010 -0.001 0.013
H -0.063 -0.064 0.025
N 0.036 -0.021 -0.027
C 0.051 0.034 0.031
C 0.034 0.001 -0.002
C 0.139 0.013 -0.091
C 0.042 0.026 0.067
H -0.070 -0.018 -0.003
H -0.016 -0.010 -0.011
H -0.037 -0.002 -0.006
H -0.066 -0.008 -0.009
H -0.023 -0.004 -0.005
N 0.073 -0.023 -0.066
C -0.092 0.010 -0.062
C -0.017 -0.023 -0.065
C 0.024 0.032 0.000
C -0.112 0.008 -0.116
H 0.032 0.057 0.217
H 0.019 -0.008 0.021
H 0.014 0.001 0.016
H 0.018 0.001 0.031
H 0.030 0.004 0.037
N -0.118 0.037 -0.049
C -0.003 -0.039 0.009
C -0.001 0.003 0.000
C -0.007 0.008 0.010
C -0.016 -0.050 0.007
H 0.139 0.124 -0.022
H -0.022 0.005 0.000
H 0.004 0.004 0.000
H 0.004 0.005 -0.005
H 0.008 0.023 0.001
N 0.020 0.120 0.093
C -0.068 0.070 -0.007
C 0.122 0.441 0.175
C -0.078 0.059 0.110
C -0.050 0.130 0.145
H 0.181 -0.074 -0.039
H 0.004 -0.041 -0.008
H 0.641 1.643 1.435
H 0.054 -0.024 -0.055
H 0.077 -0.011 -0.020
N -0.005 -0.009 -0.019
C -0.013 0.046 0.065
C -0.015 0.002 -0.017
C -0.008 -0.004 -0.009
C -0.026 0.006 0.070
H -0.016 0.023 -0.015
H 0.010 -0.017 -0.016
H -0.003 0.000 -0.002
H 0.007 -0.004 -0.005
H -0.014 -0.008 0.000
N -0.022 0.005 0.031
C -0.032 0.048 0.056
C 0.019 -0.042 0.047
C -0.265 -0.504 -0.409
C -0.085 0.008 0.023
H -0.012 -0.002 0.042
H 0.010 -0.004 -0.008
H 0.016 -0.012 -0.049
H -0.612 -1.770 -1.353
H -0.001 -0.003 -0.041
N -0.094 0.037 0.003
C 0.024 -0.006 0.027
C -0.005 0.015 -0.004
C -0.013 -0.001 0.001
C 0.051 -0.009 0.012
H 0.046 -0.038 -0.099
H -0.002 -0.004 -0.016
H -0.005 0.001 0.001
H 0.000 0.005 -0.003
H -0.022 0.011 -0.006

Results
Highest occupied orbital energy, eV: -9.4
Gap between HOMO and LUMO, eV: 4.4419
Charge: +1

***

> Which of these has the lowest highest occupied orbital energy?

C36H49BN9O4S

***

> Which of these has the lowest highest occupied orbital energy?

C36H49BN9O4S

***

> Which value of gap between HOMO and LUMO does entry 2 give?

4.4419 eV